No. 1
25
Properties=species:S:1:pos:R:3:forces:R:3 method="wB97M-V/def2-TZVPD" gap_ev=5.58 charge=+2 lumo_energy_ev=-9.9 homo_energy_ha=-0.57029
O -3.7831 1.5349 -0.6342 -0.4 0.3 0.1
C -3.1189 0.5431 -0.7721 0.1 -0.1 0.0
C -3.6161 -0.6979 -1.3900 -0.1 -0.2 -0.1
C -2.7881 -1.7075 -1.6527 -0.3 0.0 -0.1
C -1.3505 -1.6208 -1.3665 0.2 0.0 0.0
O -0.5500 -2.4563 -1.7221 -0.1 -0.1 0.1
C -0.8634 -0.4359 -0.5858 0.1 0.2 0.0
C 0.6094 -0.5097 -0.2542 -0.3 -0.2 0.1
C 1.0024 0.0751 1.1052 0.2 0.1 -0.6
C 1.9427 1.2826 1.0801 0.1 0.3 -0.5
F 2.1236 1.6313 2.4676 -0.3 -0.7 0.6
Br 1.1782 2.7888 0.2509 0.0 0.1 -0.1
C 3.3687 0.8979 0.4938 0.1 0.0 0.4
F 3.5396 1.4244 -0.6957 -0.1 0.0 -0.3
F 3.3674 -0.4551 0.3612 0.2 0.0 0.1
Br 4.8225 1.4029 1.6467 -0.1 -0.1 -0.1
C -1.7050 0.5581 -0.3129 0.4 -0.1 0.2
H -4.6700 -0.7424 -1.6276 0.0 0.1 0.0
H -3.1338 -2.6223 -2.1123 0.1 -0.1 -0.1
H 0.8612 -1.5696 -0.2733 0.1 0.0 0.0
H 1.2230 -0.0636 -1.0357 -0.1 0.1 -0.1
H 1.5519 -0.7233 1.6512 0.2 -0.4 -1.7
H 0.1150 0.3434 1.7065 -0.4 0.2 -0.4
H -1.4193 1.4577 0.2150 0.0 0.2 0.0
Ca 1.2925 -0.3358 3.4568 0.3 0.7 2.6

---

No. 2
110
Properties=species:S:1:pos:R:3:forces:R:3 method="wB97M-V/def2-TZVPD" gap_ev="5.82 / 5.82" charge=+2 lumo_energy_ev="-7.6 / -7.5" homo_energy_ha="-0.49130 / -0.49145" e_above_lowest_kcal_mol=3.7
Mn -1.2037 -0.0500 0.1905 0.4 0.9 -0.2
C 4.8611 -2.1055 -2.7430 -0.1 0.0 0.0
C 4.2619 -0.8663 -3.4347 0.0 0.0 0.0
C 5.0795 0.3793 -3.0520 0.0 0.0 0.0
C 4.3573 -1.0642 -4.9498 0.0 0.0 0.0
C 2.8184 -0.6744 -2.9622 0.0 0.0 -0.2
C 2.5561 -0.5123 -1.6313 0.0 0.0 0.1
C 1.2314 -0.3227 -1.1940 -0.3 0.0 -0.1
N 0.7804 -0.1514 0.0750 -0.1 0.1 -0.1
C 1.4043 -0.0664 1.2555 -0.3 0.1 0.0
C 2.7940 0.0093 1.5185 0.1 0.0 -0.1
C 3.2307 0.0992 2.7984 0.1 0.0 0.2
C 2.2569 0.1018 3.8515 0.2 0.0 0.1
C 0.8990 0.0663 3.6980 -0.2 0.0 0.2
C 0.4414 0.0114 2.3519 0.1 0.2 -0.3
O -0.8083 0.0385 2.0223 -0.2 -0.8 0.1
C 0.0097 0.1202 4.9582 0.0 0.1 0.0
C 0.2776 1.4556 5.6782 0.0 0.0 0.0
C 0.3882 -1.0497 5.8845 0.0 0.0 0.0
C -1.5013 0.0218 4.6944 0.1 -0.1 0.0
C 4.7068 0.2007 3.1628 0.0 0.0 0.1
C 4.9437 1.5165 3.9225 0.0 0.0 0.1
C 5.6045 0.1815 1.9262 0.0 0.0 -0.1
C 5.0819 -0.9944 4.0589 0.0 0.0 0.0
C 0.1297 -0.3565 -2.1456 0.3 0.4 0.3
O -1.0758 -0.2030 -1.6494 0.0 -0.9 0.2
C 0.3887 -0.5585 -3.5186 -0.1 0.0 -0.2
C 1.7181 -0.6768 -3.8629 0.2 0.0 0.0
C -0.6661 -0.6750 -4.6346 0.0 0.0 -0.1
C -0.4690 -2.0181 -5.3665 0.0 0.0 0.0
C -0.4677 0.4877 -5.6258 0.0 0.0 0.0
C -2.1171 -0.6431 -4.1462 0.0 0.0 0.0
H 5.8883 -2.2580 -3.0830 -0.1 0.0 0.0
H 4.2860 -3.0045 -2.9836 0.1 0.1 0.0
H 4.8879 -1.9960 -1.6544 0.0 0.0 -0.1
H 6.1129 0.2585 -3.3871 -0.1 0.0 0.0
H 5.0982 0.5382 -1.9692 0.0 0.0 -0.1
H 4.6705 1.2776 -3.5225 0.0 -0.1 0.0
H 5.4040 -1.2010 -5.2252 0.0 0.0 0.0
H 3.9870 -0.1943 -5.5019 0.0 -0.1 0.0
H 3.8139 -1.9548 -5.2820 0.0 0.1 0.0
H 3.3669 -0.5604 -0.9277 0.0 0.0 0.0
H 3.4996 0.0374 0.7117 0.0 0.0 0.0
H 2.6405 0.1616 4.8645 0.0 0.0 -0.1
H 1.3255 1.5603 5.9760 -0.1 0.0 0.0
H -0.3332 1.5175 6.5829 0.1 0.0 -0.1
H 0.0193 2.3074 5.0397 0.0 -0.1 0.0
H 1.4359 -1.0191 6.1943 -0.1 0.0 0.0
H 0.2060 -2.0104 5.3934 0.0 0.1 0.0
H -0.2211 -1.0102 6.7900 0.0 0.0 -0.1
H -1.8749 0.8560 4.1008 0.0 0.0 0.0
H -2.0175 0.0392 5.6557 0.0 0.0 0.0
H -1.7616 -0.9122 4.1902 0.0 0.1 0.0
H 4.6913 2.3810 3.3001 0.0 -0.1 0.1
H 5.9978 1.5928 4.1987 -0.1 0.0 0.0
H 4.3582 1.5750 4.8457 0.1 0.0 -0.1
H 5.4012 1.0299 1.2630 0.0 -0.1 0.0
H 5.4954 -0.7515 1.3609 0.0 0.1 0.1
H 6.6484 0.2554 2.2361 -0.1 0.0 0.0
H 4.5128 -1.0088 4.9936 0.1 0.0 -0.1
H 6.1405 -0.9338 4.3229 -0.1 0.0 0.0
H 4.9141 -1.9432 3.5397 0.0 0.1 0.1
H 1.9440 -0.8131 -4.9115 0.0 0.0 0.0
H 0.5171 -2.1078 -5.8269 -0.1 0.0 0.0
H -1.2101 -2.1099 -6.1639 0.0 0.0 0.1
H -0.6022 -2.8601 -4.6798 0.0 0.1 -0.1
H 0.5267 0.4747 -6.0805 -0.1 0.0 0.0
H -0.6014 1.4540 -5.1291 0.0 -0.1 0.0
H -1.2026 0.4147 -6.4329 0.1 0.0 0.1
H -2.3178 -1.4504 -3.4379 0.0 0.1 0.0
H -2.7717 -0.7784 -5.0099 0.0 0.0 0.0
H -2.3777 0.3079 -3.6820 0.0 -0.1 0.0
C -4.0362 0.5401 2.0534 0.0 -0.1 0.0
P -3.5740 0.0859 0.3567 0.2 0.0 0.0
C -4.3833 1.2915 -0.7345 -0.1 -0.1 0.0
C -5.7171 1.6513 -0.5218 0.0 0.0 0.0
C -6.3302 2.5757 -1.3556 0.0 0.0 0.0
C -5.6250 3.1365 -2.4150 0.0 0.0 0.0
C -4.3088 2.7636 -2.6491 0.0 0.0 0.0
C -3.6910 1.8420 -1.8123 -0.3 0.1 0.1
C -4.4087 -1.4824 0.0241 -0.1 0.0 0.0
C -4.5534 -1.8741 -1.3064 -0.1 -0.1 0.0
C -5.0936 -3.1150 -1.6123 0.0 0.0 -0.1
C -5.4886 -3.9726 -0.5911 0.0 0.0 0.0
C -5.3558 -3.5801 0.7355 0.0 0.0 0.0
C -4.8155 -2.3362 1.0458 0.0 -0.1 0.0
H -5.1132 0.5160 2.1998 -0.1 0.0 0.0
H -3.6742 1.5438 2.2580 0.0 0.0 0.0
H -3.5585 -0.1439 2.7564 0.0 0.0 -0.1
H -6.2860 1.2082 0.2873 0.0 0.0 0.0
H -7.3631 2.8549 -1.1841 0.1 0.0 0.0
H -6.1083 3.8572 -3.0634 0.0 0.0 0.0
H -3.7640 3.1852 -3.4863 0.0 0.0 0.0
H -2.6805 1.5302 -2.0112 0.2 -0.1 -0.1
H -4.2605 -1.1990 -2.1043 0.0 0.0 0.0
H -5.2170 -3.4105 -2.6494 0.0 0.0 0.1
H -5.9154 -4.9404 -0.8299 0.0 0.1 0.0
H -5.6841 -4.2380 1.5328 0.0 0.1 -0.1
H -4.7226 -2.0434 2.0866 0.0 0.0 -0.1
C 0.6613 3.1194 1.2792 0.0 0.0 0.0
Te -0.8796 2.6296 -0.0995 0.1 0.0 0.1
C -2.3835 3.5992 1.0495 0.1 0.0 0.0
H 0.6792 4.2029 1.3700 0.0 0.0 0.0
H 1.6185 2.7775 0.8925 0.0 0.0 0.0
H 0.4553 2.6707 2.2490 0.0 0.0 0.0
H -2.2981 3.2882 2.0880 0.0 0.0 0.0
H -3.3556 3.3404 0.6406 0.0 0.0 0.0
H -2.2192 4.6710 0.9654 0.0 0.0 0.0
S -1.5372 -3.4478 0.4425 0.0 -0.2 -0.1
C -1.4233 -1.9595 0.3135 -0.3 0.4 0.2

---

No. 3
22
Properties=species:S:1:pos:R:3:forces:R:3 method="wB97M-V/def2-TZVPD" gap_ev=5.05 charge=+1 lumo_energy_ev=-6.1 homo_energy_ha=-0.41026 e_above_lowest_kcal_mol=67.9
C -3.0740 0.9397 0.9418 -1.0 2.6 0.1
C -2.2851 -0.2251 0.8887 -1.2 1.0 -0.8
C -2.7647 1.8458 -0.0502 1.2 -3.5 0.7
C -1.5284 -0.2988 -0.2572 0.2 -0.1 0.8
C 0.1428 -1.4280 -1.8068 -3.0 3.0 0.3
C 2.7729 1.4742 -0.3547 -3.4 2.4 1.4
C -0.5792 -1.2969 -0.6646 2.9 -1.7 -0.7
C -0.1544 -2.3602 0.2861 -1.4 3.1 5.0
N 2.2028 2.5031 0.2631 1.7 -2.5 -2.1
S -1.6085 1.1603 -1.1242 -0.4 0.8 -0.3
H -3.8973 1.2400 1.6845 1.6 -1.0 -1.0
H -2.5468 -0.8441 1.6861 0.6 -2.0 0.7
H -3.2361 2.7055 -0.2823 -1.3 2.8 -0.6
H 0.9066 -2.0976 -1.9518 1.5 -1.7 0.0
H -0.1303 -0.8331 -2.6558 0.1 0.4 -0.5
H 3.6293 0.9693 -0.1254 2.9 -0.1 1.5
H 2.3082 0.8492 -1.0926 -1.3 0.6 -0.7
H 0.8621 -2.5466 0.4087 2.1 0.2 -0.3
H -0.5307 -3.2520 0.0411 -1.9 -3.5 -1.0
H -0.4874 -2.1519 1.4072 0.4 -0.4 -2.2
H 1.3058 2.8220 -0.0804 -0.3 -0.1 -0.1
H 2.6333 3.0996 0.9724 0.2 -0.5 -0.1